No. 1
DFT (the ωB97M-V functional and the def2-TZVPD basis) results for C14H42FInO7S7 as an isolated structure.

Element x y z (Å)
In (5.4114, -28.7001, 36.1242)
F (4.2326, -30.3600, 34.0761)
C (8.2081, -25.5671, 38.4580)
S (7.2412, -26.8414, 39.3928)
O (6.0051, -27.1413, 38.5314)
C (6.7597, -25.7224, 40.7433)
H (7.9671, -25.6759, 37.4042)
H (9.2521, -25.5552, 38.7618)
H (7.7570, -24.5991, 38.6887)
H (6.1845, -24.9243, 40.2741)
H (7.6701, -25.2524, 41.1180)
H (6.2510, -26.2426, 41.5500)
C (3.7647, -33.1691, 35.5485)
S (4.9176, -32.7560, 36.8925)
O (4.7040, -31.2661, 37.1189)
C (3.9933, -33.6090, 38.2319)
H (2.7173, -33.2951, 35.8436)
H (4.0484, -34.1365, 35.1366)
H (3.5532, -32.3489, 34.8594)
H (4.1273, -34.6938, 38.2545)
H (2.9143, -33.4772, 38.3059)
H (4.4133, -33.3567, 39.2068)
C (7.2568, -23.7379, 35.4325)
S (6.3236, -25.0223, 34.6186)
O (6.1840, -25.9860, 35.7991)
C (4.7116, -24.2114, 34.5458)
H (7.1625, -22.8099, 34.8624)
H (8.3287, -23.9040, 35.3428)
H (6.7441, -23.6581, 36.3885)
H (4.1660, -24.4762, 35.4488)
H (4.2134, -24.6209, 33.6701)
H (4.8705, -23.1406, 34.4292)
C (9.8774, -29.0369, 34.5032)
S (8.9814, -27.6048, 35.2006)
O (8.1860, -27.9698, 36.4437)
C (10.5083, -26.6684, 35.7685)
H (9.1416, -29.6491, 33.9874)
H (10.3511, -29.5318, 35.3524)
H (10.7002, -28.7284, 33.8598)
H (10.1831, -25.9434, 36.5116)
H (10.8759, -26.1269, 34.8991)
H (11.2279, -27.3275, 36.2504)
C (1.9781, -27.8188, 32.3672)
S (2.3508, -27.3971, 34.1334)
O (3.8466, -27.1204, 34.2686)
C (1.4095, -25.8545, 34.1932)
H (0.9139, -28.0104, 32.2793)
H (2.6898, -28.5749, 32.0371)
H (2.3656, -26.9609, 31.8130)
H (1.4844, -25.4715, 35.2103)
H (0.3753, -25.9767, 33.8734)
H (1.7709, -25.0495, 33.5493)
C (8.0207, -32.0401, 39.3949)
S (8.0841, -30.7136, 38.1436)
O (6.8620, -29.8395, 38.3500)
C (9.3780, -29.7716, 38.9814)
H (7.2004, -32.6888, 39.0925)
H (8.0032, -31.6905, 40.4262)
H (8.9395, -32.6293, 39.3548)
H (9.4965, -28.7226, 38.7290)
H (10.2823, -30.3685, 38.8436)
H (9.1771, -29.7943, 40.0536)
C (4.4711, -30.8721, 40.5658)
S (4.2180, -29.1295, 40.0589)
O (3.8612, -29.0059, 38.5898)
C (2.6184, -28.8688, 40.9408)
H (3.5599, -31.4083, 40.3108)
H (4.6160, -30.8275, 41.6438)
H (5.3362, -31.1712, 39.9796)
H (2.0513, -27.9903, 40.6376)
H (2.8019, -28.8420, 42.0177)
H (1.8376, -29.6356, 40.9297)

Atomic forces in eV per Å
In -0.4 -0.4 1.1
F 1.0 1.5 1.6
C -1.2 0.5 0.5
S -0.3 -0.1 -1.2
O 0.7 0.6 0.6
C 0.1 0.2 -0.7
H 0.4 -0.7 0.0
H 0.0 -0.2 -0.2
H 0.2 0.1 0.3
H -0.4 -0.1 0.2
H 0.1 -0.3 0.0
H -0.1 0.0 -0.2
C -1.2 -0.5 0.1
S -1.8 0.3 -0.4
O 0.3 0.1 0.1
C 0.2 -0.5 0.9
H 0.3 -0.3 1.1
H 0.3 0.3 -0.5
H 1.5 0.1 -0.3
H 0.3 0.0 -0.9
H 0.1 0.6 -0.6
H 0.2 0.5 -0.2
C -0.3 0.9 -1.1
S -0.4 -0.4 0.3
O -0.1 -1.2 -0.1
C 0.4 0.1 -0.5
H -0.4 0.0 0.1
H -0.1 -0.6 0.8
H 0.7 0.2 0.3
H 0.1 0.1 0.1
H -0.1 0.1 0.1
H -0.2 0.0 0.0
C -0.1 0.2 1.1
S 1.2 1.2 -0.5
O -0.1 -1.2 -0.4
C -1.2 -0.4 0.1
H 0.2 -0.1 0.0
H -0.3 -0.4 0.0
H -0.3 0.4 -0.2
H -0.2 0.0 -0.1
H 0.2 -0.3 0.0
H 0.1 -0.1 -0.3
C 1.8 1.0 0.7
S -0.9 -1.0 -0.7
O 0.1 0.0 0.4
C 0.6 0.9 0.0
H 0.1 -0.1 -0.2
H -0.6 -0.7 0.5
H -0.7 0.3 -0.1
H -0.3 -0.2 0.1
H 0.0 -0.6 0.4
H 0.5 -0.3 -0.2
C 0.4 -0.2 -0.4
S 0.2 1.0 0.9
O -0.4 -0.2 -0.7
C 0.5 -0.9 0.7
H -0.1 0.0 0.3
H -0.6 0.3 -0.2
H 0.0 0.0 -0.5
H -0.2 -0.2 -0.7
H 0.2 0.3 -0.1
H -0.2 0.0 0.0
C -0.7 1.1 -0.8
S -1.0 0.6 0.0
O 0.1 -0.4 -0.3
C -0.6 -0.5 0.7
H 0.2 -0.2 0.0
H 0.2 -0.2 0.0
H 0.0 -0.2 0.2
H 0.8 0.4 -0.2
H 0.5 0.5 -0.1
H 0.6 -0.6 -0.9

## Properties
Orbital gap (eV): 4.5
Relative energy (zero: lowest compared OMol25 entry of this formula, charge and spin) (kJ/mol): 12.9
HOMO (eV): -13.63
E_LUMO (eV): -9.171
Charge: +2

---

No. 2
DFT (the ωB97M-V functional and the def2-TZVPD basis) results for a 2-piece molecular cluster, C19H35INO4P2S overall.

Element x y z (Å)
C (2.9273, 2.2533, 0.1141)
C (2.3830, 3.6336, 0.7194)
C (1.1233, 4.1970, -0.0792)
O (0.0633, 4.6042, 0.8233)
C (-1.1098, 3.9034, 0.6319)
O (-2.1561, 4.4930, 0.5976)
C (-1.1214, 2.3536, 0.5111)
C (-1.0021, 1.5811, 1.7546)
C (-1.0148, 0.1150, 1.6383)
P (-0.9149, -0.7908, 3.2817)
O (-0.6288, 0.1228, 4.4346)
N (-1.0945, -0.5176, 0.3957)
C (-1.1090, -2.0046, 0.3066)
C (-2.6444, -2.4472, 0.0765)
C (-2.8041, -3.8653, -0.6001)
S (-1.5686, -5.1051, 0.0275)
C (-1.2080, 0.2059, -0.7939)
I (-1.3310, -0.8123, -2.7092)
C (-1.2501, 1.7098, -0.8061)
P (-1.4650, 2.5193, -2.4687)
C (-1.3997, 4.3792, -2.4464)
C (-3.2791, 2.1425, -2.9249)
C (-4.2530, 2.1485, -1.6768)
H (2.4835, 2.0029, -0.8842)
H (2.7256, 1.4664, 0.8935)
H (4.0452, 2.3541, 0.0218)
H (2.0139, 3.4739, 1.7744)
H (3.2253, 4.3672, 0.6911)
H (0.7926, 3.5215, -0.9133)
H (1.4878, 5.1414, -0.5865)
H (-0.9056, 2.0804, 2.7547)
H (0.1573, -1.7404, 3.1534)
H (-2.0982, -1.5929, 3.4493)
H (-0.4243, -2.3968, -0.4916)
H (-0.7973, -2.5107, 1.2535)
H (-3.1528, -1.6347, -0.5231)
H (-3.1010, -2.4738, 1.1077)
H (-2.6668, -3.7635, -1.7152)
H (-3.8387, -4.2818, -0.4556)
H (-0.3926, -4.6563, -0.5492)
H (-2.2694, 4.7852, -1.8477)
H (-0.4270, 4.8371, -2.1459)
H (-1.5954, 4.7239, -3.5067)
H (-3.5837, 3.0025, -3.5868)
H (-3.3651, 1.2126, -3.5473)
H (-4.2794, 3.1978, -1.2791)
H (-4.0021, 1.3754, -0.9066)
H (-5.2895, 1.9334, -2.0757)
C (4.3010, -1.8125, -0.0801)
C (3.0985, -2.0188, 0.8231)
O (2.1751, -2.9795, 0.3281)
C (2.6597, -4.3051, 0.1708)
C (3.1152, -4.9453, 1.4699)
H (3.9840, -1.6022, -1.1040)
H (4.9099, -0.9812, 0.2800)
H (4.9354, -2.7007, -0.1104)
H (2.5486, -1.0759, 0.8957)
H (3.4091, -2.2772, 1.8405)
H (3.4529, -4.3374, -0.5825)
H (1.8267, -4.8852, -0.2329)
H (4.0107, -4.4592, 1.8630)
H (3.3506, -5.9991, 1.3133)
H (2.3377, -4.8653, 2.2331)

Atomic forces in eV per Å
C 0.3 0.7 1.0
C -0.8 -0.8 -0.6
C 2.4 0.7 -0.2
O -1.0 -1.7 -1.0
C -0.4 0.9 0.0
O 0.5 -0.7 0.2
C 0.8 -1.5 0.0
C -0.1 -1.6 -2.4
C -0.2 2.3 -0.4
P 1.0 0.2 1.7
O -0.6 -0.4 -1.6
N 0.3 1.5 -0.5
C -1.4 -1.5 -0.1
C 0.3 0.0 0.4
C 0.4 0.8 -0.8
S 0.0 0.4 -0.3
C 0.1 2.1 0.6
I 0.3 0.5 1.4
C -0.4 -1.6 2.5
P 0.3 -0.4 -1.1
C -1.3 0.8 0.3
C -0.4 0.5 0.6
C -0.5 0.2 -1.3
H 0.4 0.1 0.9
H 0.2 0.4 -1.1
H -1.2 -0.4 -0.1
H 0.7 0.3 -1.0
H -1.0 -0.4 0.3
H 0.1 0.4 1.1
H -0.8 -0.9 0.5
H -0.1 -0.8 -1.1
H -0.7 0.3 -0.5
H 0.5 0.4 -0.6
H -0.6 0.8 0.7
H 0.1 0.9 -0.7
H 0.3 -1.1 0.6
H 0.3 0.1 -1.1
H -0.1 -0.1 1.1
H 1.2 0.3 0.1
H -1.1 -0.1 0.2
H 1.2 -0.2 -0.5
H -0.9 -0.6 -0.1
H 0.3 -0.8 1.0
H 0.4 -0.8 0.6
H 0.3 0.9 0.7
H 0.1 -1.2 0.1
H -0.1 0.8 -0.6
H 1.0 0.1 0.6
C 0.1 -0.2 0.0
C 0.2 0.1 0.0
O -0.5 0.2 0.0
C 0.1 -0.3 0.1
C 0.1 0.2 0.1
H 0.0 0.1 0.1
H 0.0 0.0 0.0
H 0.0 0.1 0.0
H -0.2 -0.1 0.0
H 0.1 0.0 0.0
H 0.0 0.0 0.0
H 0.0 0.2 0.0
H 0.0 -0.1 0.0
H 0.0 0.1 0.0
H 0.0 -0.1 -0.1

## Properties
Orbital gap (eV): 6.9
Relative energy (zero: lowest compared OMol25 entry of this formula, charge and spin) (kJ/mol): 174.5
HOMO (eV): -11.46
E_LUMO (eV): -4.593
Charge: +1